No. 1
Entry from OMol25: a structure of composition C25H30ClN7NaO2S3 at a distorted geometry (ωB97M-V/def2-TZVPD).

```
! RIJCOSX wB97M-V def2-TZVPD def2/J DEFGRID3
* xyz -1 1
Na -0.444 0.342 -0.771
N 2.344 0.248 -1.310
C 3.547 1.066 -1.410
C 3.177 2.505 -1.082
C 2.972 2.720 0.422
C 2.082 3.928 0.716
N 0.649 3.632 0.636
H 2.018 0.240 -0.345
H 2.527 -0.721 -1.547
H 3.924 0.996 -2.434
H 4.363 0.749 -0.741
H 2.252 2.721 -1.625
H 3.949 3.193 -1.441
H 3.946 2.832 0.908
H 2.481 1.848 0.864
H 2.315 4.727 0.002
H 2.278 4.318 1.717
H 0.480 3.018 -0.154
H 0.380 3.080 1.444
Cl -1.306 3.222 6.126
C -0.835 2.466 4.621
C 0.402 1.799 4.545
C 0.801 1.222 3.375
C 0.005 1.273 2.178
O 0.431 0.821 1.082
C -1.286 1.905 2.320
C -2.239 1.906 1.243
O -2.137 1.349 0.157
C -1.660 2.506 3.536
H 1.031 1.749 5.425
H 1.748 0.699 3.313
H -3.169 2.473 1.462
H -2.626 2.996 3.606
S 0.622 -8.178 0.102
C 0.356 -6.539 -0.023
S 0.796 -5.646 -1.444
C 0.239 -4.104 -0.691
N -0.221 -4.328 0.496
N -0.167 -5.662 0.870
C -0.601 -5.921 2.198
C -0.561 -4.868 3.115
C -0.975 -5.062 4.420
C -1.442 -6.302 4.835
C -1.500 -7.339 3.920
C -1.089 -7.159 2.606
S 0.336 -2.658 -1.536
H -0.210 -3.902 2.785
H -0.932 -4.235 5.118
H -1.762 -6.453 5.858
H -1.875 -8.309 4.223
H -1.150 -7.976 1.907
C -0.227 5.408 -5.249
N -0.236 4.067 -4.708
C -0.378 2.895 -5.409
C -0.339 1.895 -4.481
N -0.175 2.423 -3.228
C -0.121 3.723 -3.400
H -0.406 5.359 -6.320
H 0.734 5.892 -5.075
H -1.010 6.011 -4.788
H -0.491 2.878 -6.480
H -0.417 0.831 -4.628
H -0.017 4.461 -2.618
C -3.907 -1.781 -3.358
C -2.807 -0.951 -2.897
N -1.918 -0.324 -2.542
H -3.987 -1.724 -4.442
H -4.838 -1.437 -2.910
H -3.726 -2.814 -3.065
*
```

Results
E_tot ... -90385.7172 eV
HOMO energy ... -4.4 eV
E_LUMO ... 1.839 eV
Relative energy (zero: lowest compared OMol25 entry of this formula, charge and spin) ... 1.654 eV
HOMO-LUMO gap ... 6.232 eV

---

No. 2
Entry from OMol25: a structure of composition C25H30ClN7NaO2S3 (ωB97M-V/def2-TZVPD).

```
! RIJCOSX wB97M-V def2-TZVPD def2/J DEFGRID3
* xyz -1 1
Na 0.727 0.714 0.703
N -1.060 0.955 3.249
C -1.188 0.041 4.386
C -0.367 -1.216 4.123
C 1.129 -1.030 4.389
C 1.969 -2.031 3.598
N 1.866 -1.730 2.173
H -0.082 1.131 3.045
H -1.481 1.855 3.441
H -2.244 -0.230 4.478
H -0.884 0.489 5.345
H -0.500 -1.478 3.071
H -0.742 -2.044 4.731
H 1.339 -1.124 5.459
H 1.444 -0.033 4.075
H 1.578 -3.040 3.762
H 3.004 -2.021 3.970
H 2.222 -2.472 1.584
H 2.397 -0.892 1.958
Cl 1.240 7.815 3.567
C 0.995 6.277 2.766
C 0.109 6.208 1.670
C -0.113 5.022 1.039
C 0.515 3.789 1.457
O 0.265 2.702 0.890
C 1.442 3.917 2.560
C 2.195 2.793 3.032
O 2.147 1.633 2.631
C 1.650 5.161 3.190
H -0.386 7.112 1.337
H -0.788 4.958 0.194
H 2.904 3.033 3.854
H 2.340 5.220 4.025
S 1.451 -3.836 -6.545
C 1.245 -3.301 -4.980
S 2.590 -2.708 -4.061
C 1.527 -2.373 -2.647
N 0.304 -2.691 -2.926
N 0.135 -3.206 -4.204
C -1.196 -3.618 -4.496
C -2.140 -3.576 -3.461
C -3.447 -3.968 -3.690
C -3.849 -4.407 -4.944
C -2.919 -4.436 -5.969
C -1.604 -4.044 -5.759
S 2.136 -1.688 -1.243
H -1.829 -3.235 -2.488
H -4.158 -3.931 -2.874
H -4.870 -4.720 -5.118
H -3.210 -4.768 -6.958
H -0.902 -4.073 -6.575
C -3.065 0.539 -3.181
N -2.662 0.202 -1.833
C -3.475 -0.207 -0.802
C -2.646 -0.447 0.256
N -1.349 -0.209 -0.107
C -1.396 0.177 -1.357
H -4.150 0.515 -3.244
H -2.657 -0.178 -3.893
H -2.719 1.538 -3.446
H -4.543 -0.278 -0.914
H -2.895 -0.774 1.252
H -0.537 0.440 -1.957
C 5.345 2.061 -0.222
C 3.925 1.775 -0.347
N 2.806 1.549 -0.442
H 5.675 2.663 -1.067
H 5.903 1.126 -0.210
H 5.532 2.605 0.702
*
```

Results
E_tot ... -90385.9773 eV
HOMO energy ... -4.5 eV
E_LUMO ... 1.909 eV
Relative energy (zero: lowest compared OMol25 entry of this formula, charge and spin) ... 1.394 eV
HOMO-LUMO gap ... 6.362 eV

---

No. 3
Entry from OMol25: a structure of composition C25H30F3InNO6 at a distorted geometry (ωB97M-V/def2-TZVPD).

```
! RIJCOSX wB97M-V def2-TZVPD def2/J DEFGRID3
* xyz -1 1
C -5.474 -3.089 -2.423
C -4.581 -2.423 -1.259
O -4.022 -3.200 -0.432
O -4.425 -1.021 -1.078
C -3.975 -0.349 -2.284
C -2.441 -0.677 -2.684
C -1.476 -0.518 -1.409
In -0.015 -2.212 -1.118
C 0.827 -1.971 1.005
C 1.114 -3.374 1.734
C 2.612 -3.903 1.501
F 2.529 -5.266 1.041
F 3.372 -3.811 2.722
F 3.334 -3.198 0.508
C -0.892 -4.275 -1.359
C -1.481 -4.562 -2.835
O -2.737 -4.716 -2.896
O -0.589 -4.675 -3.952
C -0.998 -3.889 -5.070
C 0.107 -2.892 -5.721
O -2.111 -3.919 -5.636
O 1.675 -2.104 -2.400
C 1.829 -0.729 -2.665
N 2.322 0.379 -2.741
H -6.531 -2.672 -2.331
H -5.452 -4.227 -2.237
H -5.000 -2.939 -3.456
H -4.023 0.785 -2.062
H -4.699 -0.504 -3.174
H -2.142 0.163 -3.425
H -2.323 -1.658 -3.256
H -0.847 0.449 -1.525
H -2.039 -0.387 -0.413
H 1.757 -1.290 0.937
H 0.060 -1.365 1.622
H 0.319 -4.183 1.521
H 1.026 -3.174 2.872
H -0.057 -5.049 -1.172
H -1.694 -4.502 -0.559
H -0.284 -1.828 -5.826
H 0.336 -3.331 -6.766
H 1.058 -2.996 -5.101
C 2.870 2.647 -0.849
C 3.828 3.651 -0.739
C 3.905 4.418 0.420
C 3.030 4.174 1.474
C 2.074 3.167 1.366
C 1.992 2.407 0.203
H 2.807 2.049 -1.755
H 4.515 3.837 -1.559
H 4.648 5.205 0.503
H 3.093 4.768 2.380
H 1.392 2.975 2.189
H 1.243 1.626 0.116
C 1.745 4.408 5.276
C 1.837 4.714 6.631
C 0.982 5.657 7.192
C 0.027 6.288 6.400
C -0.068 5.979 5.046
C 0.794 5.043 4.483
H 2.415 3.675 4.839
H 2.578 4.218 7.250
H 1.058 5.900 8.246
H -0.644 7.020 6.838
H -0.814 6.470 4.429
H 0.724 4.806 3.427
*
```

Results
E_tot ... -53510.5477 eV
HOMO energy ... -5.5 eV
E_LUMO ... 2.409 eV
HOMO-LUMO gap ... 7.937 eV

---

No. 4
Entry from OMol25: a cluster of 10 separate species, C25H30F5N5O15 in total at a distorted geometry (ωB97M-V/def2-TZVPD).

```
! RIJCOSX wB97M-V def2-TZVPD def2/J DEFGRID3
* xyz -1 2
C 3.071 2.817 -4.225
C 2.645 3.139 -2.788
O 1.169 2.900 -2.837
C 0.771 2.950 -4.127
O -0.392 2.960 -4.474
O 1.843 3.147 -4.901
F 2.932 4.455 -2.511
H 3.297 1.779 -4.467
H 3.950 3.331 -4.614
H 3.239 2.506 -2.130
C 2.551 0.377 2.627
C 1.846 1.498 3.322
O 1.872 2.571 2.416
C 2.530 2.219 1.352
O 2.779 2.952 0.460
O 2.790 0.882 1.359
F 2.643 1.756 4.393
H 2.003 -0.556 2.501
H 3.465 0.110 3.157
H 0.874 1.240 3.743
C -0.330 -0.928 -0.092
C -0.829 0.070 -1.084
O -1.476 1.080 -0.422
C -0.958 1.146 0.788
O -1.166 2.094 1.573
O -0.125 -0.009 0.961
F -1.674 -0.500 -1.931
H 0.588 -1.383 -0.466
H -1.042 -1.653 0.301
H 0.027 0.417 -1.663
C -0.189 4.907 3.395
C 1.003 5.175 4.279
O 0.587 6.366 4.937
C -0.404 6.871 4.230
O -0.968 7.925 4.495
O -0.562 6.217 3.156
F 2.149 5.434 3.662
H -0.957 4.364 3.946
H 0.016 4.334 2.491
H 1.172 4.444 5.070
C -0.321 -5.908 0.377
C -1.207 -4.855 -0.227
O -2.443 -5.215 0.381
C -2.443 -6.521 0.697
O -3.376 -7.210 0.975
O -1.269 -6.965 0.656
F -1.184 -5.176 -1.451
H 0.134 -5.645 1.332
H 0.421 -6.292 -0.324
H -0.874 -3.832 -0.055
C -1.544 -3.046 3.317
C -2.426 -2.122 2.543
N -3.131 -1.344 2.008
H -1.937 -3.220 4.318
H -0.603 -2.503 3.408
H -1.381 -3.941 2.716
C 3.673 -5.032 1.076
C 2.629 -4.088 0.794
N 1.851 -3.299 0.534
H 4.670 -4.612 1.210
H 3.833 -5.656 0.196
H 3.352 -5.646 1.917
C 2.194 -2.840 -3.457
C 2.343 -1.497 -2.805
N 2.462 -0.455 -2.320
H 1.443 -3.385 -2.884
H 3.167 -3.302 -3.625
H 1.638 -2.640 -4.373
C -2.756 0.859 -4.401
C -3.982 0.087 -4.183
N -4.974 -0.537 -3.988
H -1.939 0.218 -4.070
H -2.724 1.762 -3.791
H -2.545 0.963 -5.466
C -4.875 2.570 -1.318
C -5.928 1.678 -0.789
N -6.745 0.992 -0.419
H -4.580 3.295 -0.560
H -5.328 3.013 -2.205
H -4.036 1.946 -1.627
*
```

Results
E_tot ... -78158.8368 eV
HOMO energy (alpha / beta) ... -0.5 / -9.2 eV
<S²> ... 0.750
E_LUMO (alpha / beta) ... 1.918 / 1.874 eV
HOMO-LUMO gap (alpha / beta) ... 2.390 / 11.045 eV

---

No. 5
Entry from OMol25: a cluster of 10 separate species, C25H30F5N5O15 in total at a distorted geometry (ωB97M-V/def2-TZVPD).

```
! RIJCOSX wB97M-V def2-TZVPD def2/J DEFGRID3
* xyz 0 1
O -16.556 19.903 22.324
C -17.430 19.839 21.518
O -17.867 18.729 20.929
C -18.733 19.072 19.847
C -19.296 20.397 20.347
F -20.413 20.164 21.075
O -18.232 20.886 21.175
H -18.117 19.121 18.947
H -19.451 18.290 19.611
H -19.562 20.996 19.480
O -20.695 23.318 20.084
C -20.467 24.426 19.722
O -19.803 24.749 18.587
C -19.886 26.145 18.384
C -20.453 26.671 19.693
F -21.631 27.313 19.344
O -20.738 25.527 20.443
H -18.890 26.491 18.106
H -20.541 26.408 17.551
H -19.853 27.428 20.195
O -18.128 25.876 22.096
C -17.339 25.388 21.359
O -17.222 25.619 19.996
C -16.024 25.000 19.489
C -15.895 23.957 20.556
F -14.587 23.623 20.762
O -16.431 24.474 21.727
H -16.158 24.515 18.528
H -15.283 25.799 19.468
H -16.409 23.052 20.216
O -23.212 26.729 26.259
C -22.795 26.601 25.145
O -21.761 25.860 24.792
C -21.289 26.363 23.553
C -22.625 26.703 22.901
F -23.258 25.679 22.281
O -23.411 27.079 24.041
H -20.697 27.271 23.691
H -20.669 25.656 23.010
H -22.617 27.576 22.248
O -10.591 28.836 17.136
C -11.494 28.083 16.941
O -11.973 27.804 15.741
C -13.114 26.936 15.850
C -12.925 26.355 17.259
F -12.137 25.254 17.080
O -12.190 27.389 17.884
H -13.997 27.563 15.721
H -13.046 26.185 15.069
H -13.852 26.101 17.768
C -15.413 29.075 18.821
C -15.096 28.393 20.091
N -14.913 27.892 21.106
H -15.485 30.148 18.966
H -16.396 28.698 18.533
H -14.684 28.768 18.075
C -16.542 26.007 13.715
C -16.341 25.801 15.134
N -16.199 25.586 16.253
H -17.513 25.684 13.343
H -15.860 25.360 13.159
H -16.332 27.049 13.482
C -14.969 21.737 16.406
C -16.180 21.867 17.244
N -17.121 21.953 17.897
H -14.402 22.662 16.516
H -15.227 21.419 15.403
H -14.331 21.023 16.931
C -13.734 21.326 22.530
C -12.558 22.127 22.861
N -11.639 22.765 23.116
H -13.978 21.560 21.493
H -14.596 21.598 23.131
H -13.483 20.269 22.484
C -14.824 24.283 25.181
C -13.815 25.347 25.296
N -13.005 26.154 25.392
H -15.801 24.665 25.461
H -14.463 23.488 25.832
H -14.817 23.925 24.153
*
```

Results
SMILES ... O=C1OC[C@@H](F)O1.O=C1OC[C@@H](F)O1.O=C1OC[C@@H](F)O1.O=C1OC[C@@H](F)O1.O=C1OC[C@@H](F)O1.CC#N.CC#N.CC#N.CC#N.CC#N
E_tot ... -78160.6526 eV
HOMO energy ... -10.8 eV
E_LUMO ... -0.693 eV
Relative energy (zero: lowest compared OMol25 entry of this formula, charge and spin) ... 1.627 eV
HOMO-LUMO gap ... 10.144 eV

---

No. 6
Entry from OMol25: a cluster of 4 separate species, C25H30FNO2 in total (ωB97M-V/def2-TZVPD).

```
! RIJCOSX wB97M-V def2-TZVPD def2/J DEFGRID3
* xyz 0 1
H -4.352 -2.506 1.627
N -3.566 -2.752 1.029
C -3.729 -2.321 -0.145
C -2.684 -2.576 -1.197
C -1.317 -2.058 -0.752
C -1.146 -0.563 -0.940
O -0.255 -2.683 -1.521
C -0.010 -4.001 -1.250
O -0.473 -4.881 -1.901
C 1.009 -4.259 -0.131
C 1.146 -3.215 0.955
F 0.694 -5.475 0.445
H -4.612 -1.745 -0.443
H -2.617 -3.653 -1.372
H -2.969 -2.107 -2.142
H -1.185 -2.326 0.300
H -0.414 -0.167 -0.234
H -0.790 -0.354 -1.950
H -2.092 -0.043 -0.781
H 1.963 -4.402 -0.652
H 2.073 -3.371 1.505
H 1.160 -2.213 0.525
H 0.315 -3.301 1.655
C 2.034 4.143 1.547
C 2.194 2.764 1.585
C 1.811 1.993 0.497
C 1.267 2.596 -0.627
C 1.108 3.974 -0.666
C 1.493 4.748 0.421
H 2.330 4.744 2.397
H 2.608 2.293 2.468
H 1.936 0.917 0.528
H 0.965 1.992 -1.474
H 0.683 4.445 -1.543
H 1.369 5.823 0.390
C 0.968 0.774 6.159
C 0.594 1.229 4.902
C 0.435 2.589 4.674
C 0.651 3.494 5.703
C 1.026 3.040 6.960
C 1.184 1.680 7.188
H 1.091 -0.287 6.337
H 0.426 0.523 4.098
H 0.148 2.942 3.691
H 0.528 4.555 5.525
H 1.195 3.746 7.763
H 1.476 1.326 8.169
C -0.732 0.448 -6.827
C 0.553 -0.041 -6.631
C 0.812 -0.910 -5.580
C -0.211 -1.292 -4.723
C -1.495 -0.804 -4.923
C -1.757 0.066 -5.973
H -0.935 1.125 -7.647
H 1.352 0.256 -7.299
H 1.814 -1.290 -5.428
H -0.012 -1.967 -3.901
H -2.296 -1.106 -4.259
H -2.760 0.444 -6.127
*
```

Results
SMILES ... [H]/N=C/C[C@H](C)OC(=O)[C@@H](C)F.c1ccccc1.c1ccccc1.c1ccccc1
E_tot ... -34713.3963 eV
HOMO energy ... -9.4 eV
E_LUMO ... 0.563 eV
HOMO-LUMO gap ... 9.960 eV

---

No. 7
Entry from OMol25: a structure of composition C25H30N7PtSSe2 (ωB97M-V/def2-TZVPD).

```
! RIJCOSX wB97M-V def2-TZVPD def2/J DEFGRID3
* xyz 3 5
Pt -0.186 0.173 -0.614
C -0.614 -0.625 2.711
N -0.468 0.697 2.089
C 0.619 1.521 2.586
C 1.861 1.405 1.759
N 1.896 0.864 0.520
C 3.180 0.907 0.137
C 3.787 0.419 -1.058
C 5.132 0.595 -1.195
C 5.890 1.236 -0.182
C 5.320 1.714 1.022
C 3.977 1.527 1.150
N 3.062 1.823 2.159
C 0.086 -1.680 1.907
N 0.340 -1.583 0.621
C 1.052 -2.725 0.271
C 1.635 -3.097 -0.940
C 2.316 -4.295 -0.970
C 2.418 -5.112 0.171
C 1.856 -4.749 1.377
C 1.179 -3.532 1.399
N 0.549 -2.834 2.424
H -0.216 -0.627 3.731
H -1.677 -0.861 2.790
H -1.335 1.210 2.164
H 0.319 2.574 2.569
H 0.880 1.298 3.629
H 3.185 -0.087 -1.800
H 5.651 0.242 -2.075
H 6.956 1.362 -0.326
H 5.942 2.189 1.768
H 3.270 2.248 3.053
H 1.528 -2.484 -1.828
H 2.778 -4.625 -1.890
H 2.957 -6.047 0.098
H 1.943 -5.375 2.254
H 0.445 -3.138 3.379
C 0.295 1.733 -4.160
Se 0.716 2.054 -2.288
C -0.562 3.490 -1.953
C -1.994 3.008 -1.986
Se -2.285 1.739 -0.532
C -3.896 0.884 -1.205
H 0.585 2.630 -4.702
H -0.756 1.502 -4.298
H 0.899 0.889 -4.485
H -0.388 4.264 -2.701
H -0.294 3.906 -0.981
H -2.247 2.500 -2.917
H -2.694 3.830 -1.839
H -4.679 1.639 -1.187
H -4.141 0.075 -0.523
H -3.731 0.507 -2.211
C -4.055 -4.228 -4.607
C -3.119 -3.898 -3.497
C -2.747 -4.821 -2.516
C -1.889 -4.410 -1.510
N -1.415 -3.164 -1.449
C -1.808 -2.383 -2.440
S -1.215 -0.717 -2.498
N -2.617 -2.656 -3.455
H -4.238 -5.297 -4.673
H -3.654 -3.865 -5.552
H -5.009 -3.723 -4.440
H -3.121 -5.835 -2.543
H -1.574 -5.091 -0.729
*
```

Results
E_tot ... -181591.1760 eV
HOMO energy (alpha / beta) ... -15.5 / -16.0 eV
<S²> ... 6.047
E_LUMO (alpha / beta) ... -8.477 / -12.061 eV
Relative energy (zero: lowest compared OMol25 entry of this formula, charge and spin) ... 0.359 eV
HOMO-LUMO gap (alpha / beta) ... 7.023 / 3.939 eV

---

Q: The lowest E_tot belongs to which entry?
A: C25H30N7PtSSe2

---

Q: E_tot of number 2 (C25H30ClN7NaO2S3)?
A: -90385.9773 eV